Entry 1:
ORCA calculation (ωB97M-V with the def2-TZVPD basis set) on C54H45AgN3O5P2Se as an isolated structure.

## Properties
orbital gap: 6.901 eV
E_HOMO: -9.564 eV
molecular weight: 1064.75 g mol⁻¹
ΔE to the lowest compared entry with this formula, charge and spin: 15.3 kJ/mol
largest force on an atom: 0.01234 hartree/bohr
total energy: -159358.677 eV

Structure (ORCA input):
```
! RIJCOSX wB97M-V def2-TZVPD def2/J DEFGRID3
* xyz 1 1
Ag 1.065 0.365 0.102
O 4.089 2.783 -2.258
C 3.114 2.332 -1.467
O 2.208 1.639 -1.845
C 3.272 2.780 -0.039
C 4.215 3.722 0.342
C 4.276 4.075 1.679
C 3.393 3.488 2.569
C 2.483 2.557 2.090
N 2.434 2.203 0.813
C 1.513 1.817 2.985
O 1.074 2.462 4.073
O 1.167 0.696 2.743
H 3.916 2.447 -3.154
H 4.875 4.159 -0.392
H 5.003 4.798 2.024
H 3.438 3.733 3.623
H 1.336 3.393 4.052
C -1.170 -6.556 0.588
C -0.713 -5.582 -0.508
C -0.754 -6.285 -1.876
C -1.649 -4.378 -0.538
C -3.022 -4.542 -0.709
C -3.887 -3.461 -0.739
C -3.394 -2.178 -0.553
C -2.035 -1.965 -0.364
P -1.364 -0.323 0.131
C -1.947 -0.217 1.861
C -1.899 1.029 2.484
C -2.245 1.166 3.817
C -2.624 0.049 4.555
C -2.648 -1.197 3.950
C -2.312 -1.332 2.606
C -2.442 0.862 -0.747
C -3.718 1.223 -0.316
C -4.496 2.091 -1.070
C -4.004 2.608 -2.262
C -2.730 2.265 -2.693
C -1.951 1.402 -1.935
C -1.188 -3.076 -0.405
O 0.143 -2.791 -0.284
C 1.068 -3.795 -0.187
C 2.390 -3.360 -0.065
C 3.391 -4.308 0.078
C 3.070 -5.658 0.082
C 1.753 -6.055 -0.089
C 0.718 -5.134 -0.236
P 2.690 -1.573 -0.294
C 4.198 -1.212 0.668
C 5.126 -0.273 0.218
C 6.160 0.151 1.042
C 6.274 -0.351 2.331
C 5.345 -1.273 2.794
C 4.311 -1.697 1.972
C 3.223 -1.569 -2.046
C 4.489 -1.978 -2.464
C 4.815 -1.985 -3.812
C 3.871 -1.604 -4.758
C 2.602 -1.216 -4.353
C 2.284 -1.192 -3.002
H -2.185 -6.906 0.399
H -1.149 -6.075 1.567
H -0.524 -7.433 0.623
H -1.761 -6.642 -2.095
H -0.080 -7.144 -1.887
H -0.451 -5.602 -2.671
H -3.424 -5.541 -0.826
H -4.946 -3.619 -0.889
H -4.077 -1.338 -0.547
H -1.534 1.880 1.916
H -2.191 2.137 4.297
H -2.884 0.150 5.600
H -2.931 -2.071 4.522
H -2.356 -2.310 2.142
H -4.100 0.833 0.619
H -5.487 2.365 -0.729
H -4.616 3.280 -2.851
H -2.338 2.676 -3.615
H -0.944 1.159 -2.257
H 4.422 -3.993 0.182
H 3.847 -6.402 0.197
H 1.526 -7.113 -0.120
H 5.049 0.123 -0.789
H 6.883 0.868 0.673
H 7.087 -0.031 2.969
H 5.423 -1.661 3.802
H 3.584 -2.409 2.346
H 5.226 -2.295 -1.735
H 5.803 -2.296 -4.126
H 4.124 -1.617 -5.810
H 1.861 -0.927 -5.088
H 1.298 -0.874 -2.682
C -2.209 5.347 -2.036
N -2.780 4.913 -0.777
C -2.105 4.287 0.216
Se -0.343 3.767 0.224
N -2.998 4.092 1.217
C -4.254 4.569 0.865
C -5.469 4.581 1.529
C -6.542 5.148 0.858
C -6.399 5.684 -0.425
C -5.177 5.673 -1.082
C -4.110 5.105 -0.408
H -1.255 4.844 -2.167
H -2.054 6.426 -2.035
H -2.882 5.075 -2.848
H -2.766 3.577 2.049
H -5.575 4.166 2.522
H -7.510 5.182 1.340
H -7.259 6.119 -0.916
H -5.068 6.091 -2.074
*
```

---

Entry 2:
ORCA calculation (ωB97M-V with the def2-TZVPD basis set) on C54H47FGeN7O9S6Ti as an isolated structure in a non-equilibrium geometry.

## Properties
orbital gap (alpha / beta): 4.402 / 5.883 eV
E_HOMO (alpha / beta): -0.950 / -2.809 eV
molecular weight: 1269.89 g mol⁻¹
ΔE to the lowest compared entry with this formula, charge and spin: 449.0 kJ/mol
largest force on an atom: 0.02333 hartree/bohr
total energy: -232973.656 eV

Structure (ORCA input):
```
! RIJCOSX wB97M-V def2-TZVPD def2/J DEFGRID3
* xyz -2 4
Ti 0.181 0.153 0.158
N -2.841 1.023 -2.963
C -3.982 0.244 -2.858
C -5.163 0.633 -3.486
C -6.285 -0.180 -3.453
C -6.247 -1.393 -2.779
C -5.081 -1.773 -2.130
C -3.950 -0.969 -2.165
S -2.463 -1.516 -1.414
N -1.561 -0.090 -1.281
C -1.724 0.898 -2.141
C -0.718 1.887 -2.184
C -0.779 3.076 -2.951
C 0.258 3.962 -2.914
C 1.372 3.689 -2.093
C 1.371 2.544 -1.342
N 0.367 1.641 -1.371
H -2.965 1.923 -3.391
H -5.193 1.584 -4.007
H -7.190 0.139 -3.955
H -7.117 -2.036 -2.751
H -5.036 -2.712 -1.591
H -1.646 3.303 -3.558
H 0.215 4.873 -3.498
H 2.216 4.360 -2.033
H 2.188 2.329 -0.665
O 0.382 -1.726 -1.092
C 0.624 -2.685 -1.840
C -0.113 -3.992 -1.650
C -0.959 -4.448 -2.845
C -0.157 -5.084 -3.977
C 0.854 -4.139 -4.622
C 1.954 -3.689 -3.663
N 1.555 -2.608 -2.784
H -0.745 -3.866 -0.774
H 0.628 -4.766 -1.416
H -1.529 -3.596 -3.225
H -1.687 -5.173 -2.470
H -0.849 -5.451 -4.740
H 0.377 -5.959 -3.587
H 0.341 -3.249 -4.998
H 1.318 -4.635 -5.478
H 2.817 -3.320 -4.215
H 2.303 -4.547 -3.075
H 2.132 -1.750 -2.760
F 4.290 -3.509 3.228
C 3.416 -2.732 2.528
C 3.737 -1.418 2.273
C 2.826 -0.633 1.571
C 1.602 -1.143 1.126
C 1.352 -2.495 1.382
C 2.239 -3.299 2.086
H 4.677 -1.008 2.622
H 3.104 0.393 1.355
H 0.439 -2.956 1.021
H 2.022 -4.339 2.298
O -0.708 2.665 6.973
N 0.423 2.699 6.513
O 1.412 2.948 7.179
C 0.590 2.418 5.080
C -0.527 2.027 4.353
C -0.321 1.766 3.003
C 0.928 1.854 2.393
O 1.009 1.467 1.122
C 2.037 2.359 3.140
C 1.834 2.601 4.518
N 3.262 2.682 2.592
O 3.449 2.564 1.341
O 4.171 3.110 3.366
N -1.456 1.430 2.199
O -3.447 2.417 1.328
O -1.202 0.290 1.423
H -1.502 1.925 4.800
H 2.671 2.949 5.098
C -6.114 0.203 3.164
C -5.818 0.014 1.823
C -4.691 -0.708 1.456
C -3.849 -1.269 2.415
C -4.157 -1.063 3.761
C -5.281 -0.338 4.133
Ge -2.189 -2.199 1.936
C -2.648 -4.029 1.355
C -3.843 -4.266 0.672
C -4.108 -5.494 0.083
C -3.175 -6.519 0.164
C -1.982 -6.306 0.843
C -1.720 -5.072 1.421
C -1.209 -2.451 3.630
C -0.230 -1.556 4.055
C 0.502 -1.784 5.212
C 0.275 -2.929 5.962
C -0.700 -3.831 5.559
C -1.435 -3.591 4.405
H -6.979 0.787 3.455
H -6.450 0.446 1.057
H -4.459 -0.817 0.405
H -3.508 -1.466 4.530
H -5.498 -0.186 5.184
H -4.587 -3.477 0.618
H -5.042 -5.652 -0.445
H -3.375 -7.477 -0.300
H -1.247 -7.100 0.910
H -0.777 -4.918 1.936
H -0.014 -0.674 3.471
H 1.260 -1.070 5.511
H 0.856 -3.118 6.857
H -0.882 -4.730 6.136
H -2.200 -4.302 4.112
C -1.513 3.890 1.721
C -2.055 2.509 1.480
O -2.499 2.272 0.196
H -1.368 4.093 2.779
H -2.226 4.594 1.298
H -0.551 3.986 1.215
C 5.660 -2.143 -0.930
S 5.456 -2.623 -2.664
C 5.514 -1.065 -3.462
C 4.628 -0.047 -3.281
S 3.273 0.024 -2.238
S 4.990 1.360 -4.273
C 6.359 0.766 -5.129
S 7.171 1.617 -6.306
S 6.798 -0.807 -4.618
H 5.546 -3.052 -0.339
H 4.881 -1.434 -0.657
H 6.647 -1.716 -0.765
*
```

---

Entry 3:
ORCA calculation (ωB97M-V with the def2-TZVPD basis set) on C54H49CaFN3O3P2Si as an isolated structure.

## Properties
orbital gap: 4.633 eV
E_HOMO: -7.918 eV
molecular weight: 937.11 g mol⁻¹
ΔE to the lowest compared entry with this formula, charge and spin: 17.0 kJ/mol
largest force on an atom: 0.01845 hartree/bohr
total energy: -115013.983 eV

Structure (ORCA input):
```
! RIJCOSX wB97M-V def2-TZVPD def2/J DEFGRID3
* xyz 1 1
Ca 0.862 0.085 1.386
C -1.599 -3.313 0.625
Si -1.299 -1.773 1.717
C -1.598 -2.483 3.486
C -2.360 -3.638 3.685
C -2.558 -4.197 4.939
C -1.983 -3.604 6.050
C -1.205 -2.466 5.893
C -0.997 -1.914 4.630
P -0.004 -0.368 4.443
C 0.297 0.147 6.167
C -0.444 1.220 6.657
C -0.286 1.654 7.968
C 0.626 1.024 8.798
C 1.380 -0.041 8.318
C 1.216 -0.475 7.013
C 1.705 -0.929 3.994
C 1.967 -2.179 3.432
C 3.263 -2.531 3.064
C 4.307 -1.639 3.259
C 4.055 -0.390 3.811
C 2.765 -0.034 4.167
C -2.920 -0.734 1.328
C -4.128 -1.441 1.185
C -5.322 -0.839 0.841
C -5.369 0.536 0.627
C -4.213 1.273 0.780
C -3.002 0.655 1.113
P -1.576 1.753 1.477
C -2.345 2.803 2.758
C -2.877 2.161 3.877
C -3.515 2.890 4.866
C -3.620 4.272 4.761
C -3.096 4.915 3.652
C -2.466 4.183 2.651
C -1.331 2.824 0.013
C -0.318 3.780 0.088
C 0.062 4.508 -1.030
C -0.563 4.282 -2.249
C -1.564 3.324 -2.337
C -1.944 2.598 -1.217
H -2.565 -3.814 0.715
H -0.824 -4.056 0.839
H -1.490 -3.018 -0.423
H -2.821 -4.119 2.830
H -3.164 -5.088 5.048
H -2.133 -4.021 7.038
H -0.770 -2.016 6.774
H -1.142 1.733 6.008
H -0.869 2.492 8.330
H 0.757 1.364 9.817
H 2.096 -0.534 8.964
H 1.806 -1.307 6.648
H 1.155 -2.886 3.308
H 3.453 -3.508 2.640
H 5.315 -1.914 2.978
H 4.860 0.319 3.951
H 2.584 0.950 4.586
H -4.129 -2.510 1.364
H -6.223 -1.433 0.752
H -6.300 1.025 0.369
H -4.255 2.351 0.664
H -2.825 1.081 3.960
H -3.936 2.372 5.720
H -4.118 4.840 5.536
H -3.182 5.989 3.553
H -2.079 4.702 1.783
H 0.216 3.943 1.019
H 0.862 5.232 -0.947
H -0.268 4.848 -3.123
H -2.058 3.140 -3.284
H -2.713 1.841 -1.304
F -1.617 -1.068 -5.103
C -0.364 -0.758 -4.711
C -0.135 -0.355 -3.431
C 1.161 0.019 -3.058
C 1.375 0.469 -1.676
O 0.438 0.391 -0.860
C 2.677 0.980 -1.375
C 3.631 0.921 -2.337
N 3.465 0.397 -3.581
C 4.584 0.360 -4.494
C 5.081 -0.979 -4.959
C 5.888 -0.173 -3.986
C 2.206 -0.014 -3.981
C 1.945 -0.458 -5.291
C 0.674 -0.833 -5.658
N 0.442 -1.263 -7.005
C 0.296 -0.194 -7.987
C 0.635 -0.763 -9.383
N 0.924 -2.231 -9.216
C -0.259 -2.944 -8.619
C -0.547 -2.309 -7.238
C 2.983 1.632 -0.030
O 3.309 2.804 -0.047
O 2.821 0.860 0.988
H -0.936 -0.301 -2.705
H 4.623 1.310 -2.144
H 4.621 1.189 -5.191
H 5.432 -1.052 -5.979
H 4.571 -1.850 -4.570
H 6.785 0.316 -4.334
H 5.917 -0.522 -2.963
H 2.741 -0.521 -6.020
H 0.982 0.613 -7.745
H -0.721 0.215 -7.990
H 1.521 -0.316 -9.827
H -0.189 -0.693 -10.090
H 1.686 -2.305 -8.537
H 1.218 -2.658 -10.091
H -0.002 -3.999 -8.565
H -1.076 -2.813 -9.325
H -0.453 -3.064 -6.461
H -1.572 -1.934 -7.225
*
```